(1)
This record from OMol25 describes one molecule with the formula CH4FN. The level of theory is ωB97M-V with the def2-TZVPD basis set.

Last column: Mulliken charge in e.
CARTESIAN COORDINATES (ANGSTROEM)
1 C 0.273 0.203 0.249  -0.566
2 N -1.319 -0.351 -0.452  -0.265
3 F -2.279 0.168 0.404  -0.202
4 H -0.105 0.801 1.071  0.273
5 H 0.564 -0.786 0.601  0.217
6 H 0.981 0.678 -0.347  0.299
7 H -1.590 0.283 -1.219  0.243

Results
highest occupied orbital energy = -10.0 eV
net charge = 0
structure (SMILES) = CNF
maximum force = 5.36 eV Å⁻¹
HOMO-LUMO gap = 0.4091 Eh
energy relative to the best compared isomer or geometry (same formula, charge and spin) = 309.00 kJ/mol
E = -5305.909 eV


(2)
This record from OMol25 describes a 11-piece molecular cluster, C36H56N2O35P2 overall. The level of theory is ωB97M-V with the def2-TZVPD basis set.

Last column: Mulliken charge in e.
CARTESIAN COORDINATES (ANGSTROEM)
1 C -2.817 1.336 2.134  -0.422
2 C -3.577 0.064 1.739  -0.742
3 C -4.115 -0.771 2.899  0.904
4 C -5.026 -1.904 2.397  -1.589
5 N -3.044 -1.333 3.782  0.574
6 P -1.673 -2.081 3.096  0.227
7 N -0.819 -2.857 4.136  -0.387
8 C -2.632 -0.559 4.885  -0.055
9 O -1.657 0.137 4.934  -0.607
10 O -3.457 -0.709 5.938  -0.321
11 C -2.770 -0.511 7.178  -0.057
12 P -3.857 -0.813 8.585  0.896
13 O -4.802 0.278 8.822  -0.704
14 O -4.476 -2.258 8.349  -0.516
15 O -2.804 -1.144 9.749  -0.527
16 H -3.071 1.668 3.144  -0.649
17 H -1.733 1.216 2.078  0.332
18 H -3.077 2.149 1.453  0.571
19 H -2.982 -0.555 1.062  0.154
20 H -4.452 0.347 1.148  0.534
21 H -4.715 -0.106 3.530  -0.214
22 H -4.925 -2.037 1.316  0.322
23 H -4.776 -2.850 2.877  0.404
24 H -6.074 -1.681 2.603  0.395
25 H -2.276 -2.747 2.020  0.073
26 H -0.988 -1.021 2.489  -0.030
27 H -0.761 -3.856 3.968  0.105
28 H -1.892 -1.160 7.211  0.244
29 H -2.437 0.528 7.286  0.167
30 H -4.278 -2.881 9.060  0.322
31 H -2.004 -0.599 9.747  0.338
32 O -3.747 -0.495 -1.295  -0.515
33 C -2.863 -0.740 -2.057  0.647
34 O -3.028 -1.196 -3.311  -0.388
35 C -1.755 -1.164 -3.979  -0.121
36 C -0.787 -1.215 -2.809  -0.310
37 O -1.552 -0.616 -1.757  -0.296
38 H -1.673 -2.014 -4.651  0.327
39 H -1.670 -0.233 -4.533  0.156
40 H -0.546 -2.241 -2.522  0.340
41 H 0.124 -0.650 -2.977  0.151
42 O 1.449 -1.091 10.103  -0.568
43 C 1.325 -0.425 9.121  0.582
44 O 2.307 0.266 8.517  -0.396
45 C 1.830 0.687 7.223  -0.331
46 C 0.337 0.705 7.413  0.464
47 O 0.155 -0.294 8.443  -0.192
48 H 2.221 1.664 6.966  0.373
49 H 2.149 -0.053 6.486  0.236
50 H -0.010 1.668 7.789  0.274
51 H -0.222 0.434 6.521  -0.174
52 O 0.944 -5.640 4.571  -0.549
53 C 1.359 -4.979 5.476  0.668
54 O 2.121 -3.886 5.340  -0.338
55 C 2.202 -3.225 6.607  0.236
56 C 1.930 -4.362 7.577  -0.363
57 O 1.118 -5.240 6.780  -0.349
58 H 3.182 -2.771 6.722  0.333
59 H 1.427 -2.460 6.638  -0.251
60 H 2.840 -4.891 7.861  0.262
61 H 1.383 -4.065 8.466  0.286
62 O -0.654 1.817 -3.813  -0.527
63 C 0.320 1.987 -4.483  0.598
64 O 0.785 1.088 -5.376  -0.396
65 C 1.832 1.714 -6.146  0.499
66 C 2.291 2.816 -5.212  -0.333
67 O 1.105 3.075 -4.441  -0.393
68 H 2.603 0.989 -6.376  0.198
69 H 1.406 2.123 -7.058  -0.185
70 H 3.077 2.489 -4.530  0.235
71 H 2.599 3.719 -5.728  0.301
72 O 4.315 2.273 -7.808  -0.472
73 C 5.188 1.507 -7.549  0.650
74 O 6.014 0.938 -8.450  -0.310
75 C 7.061 0.259 -7.747  -0.338
76 C 6.420 0.000 -6.393  -0.303
77 O 5.482 1.079 -6.299  -0.291
78 H 7.334 -0.642 -8.289  0.293
79 H 7.922 0.925 -7.678  0.263
80 H 5.870 -0.942 -6.367  0.263
81 H 7.110 0.046 -5.557  0.274
82 O 0.988 3.311 6.015  -0.524
83 C 0.739 3.773 4.942  0.411
84 O 1.550 4.553 4.208  -0.359
85 C 0.959 4.725 2.903  -0.455
86 C -0.506 4.435 3.181  -0.217
87 O -0.428 3.557 4.309  -0.009
88 H 1.157 5.730 2.544  0.328
89 H 1.406 3.996 2.227  0.265
90 H -1.072 5.319 3.472  0.270
91 H -1.016 3.934 2.363  0.246
92 O 0.529 3.678 -8.341  -0.604
93 C 0.630 3.338 -9.479  0.661
94 O -0.025 2.290 -10.022  -0.334
95 C 0.171 2.317 -11.443  -0.344
96 C 1.460 3.109 -11.567  -0.086
97 O 1.416 3.936 -10.393  -0.336
98 H 0.242 1.304 -11.827  0.265
99 H -0.680 2.827 -11.897  0.275
100 H 2.338 2.469 -11.513  0.181
101 H 1.509 3.735 -12.453  0.289
102 O -1.983 -10.731 2.139  -0.535
103 C -1.590 -10.090 3.060  0.647
104 O -0.820 -8.986 2.962  -0.327
105 C -0.737 -8.361 4.252  -0.086
106 C -1.036 -9.526 5.179  -0.272
107 O -1.852 -10.369 4.359  -0.332
108 H 0.241 -7.913 4.388  0.165
109 H -1.495 -7.579 4.310  0.189
110 H -0.135 -10.077 5.455  0.269
111 H -1.583 -9.251 6.076  0.277
112 O 3.063 1.285 -13.478  -0.542
113 C 3.861 2.001 -13.995  0.687
114 O 3.586 2.852 -15.008  -0.323
115 C 4.718 3.707 -15.209  -0.292
116 C 5.848 2.877 -14.623  -0.320
117 O 5.161 2.085 -13.646  -0.294
118 H 4.825 3.924 -16.267  0.284
119 H 4.555 4.634 -14.657  0.253
120 H 6.297 2.208 -15.358  0.274
121 H 6.623 3.461 -14.135  0.282
122 O -3.474 5.896 3.084  -0.560
123 C -3.794 5.034 3.841  0.599
124 O -4.013 3.747 3.492  -0.298
125 C -4.114 2.960 4.688  0.441
126 C -4.525 4.000 5.717  -0.415
127 O -3.953 5.197 5.170  -0.353
128 H -4.844 2.169 4.541  0.204
129 H -3.135 2.529 4.904  -0.100
130 H -5.606 4.126 5.775  0.305
131 H -4.121 3.825 6.709  0.294

Results
highest occupied orbital energy = -9.1 eV
net charge = 0
structure (SMILES) = CC[C@@H](C)N([PH2]=N)C(=O)OCP(=O)(O)O.O=C1OCCO1.O=C1OCCO1.O=C1OCCO1.O=C1OCCO1.O=C1OCCO1.O=C1OCCO1.O=C1OCCO1.O=C1OCCO1.O=C1OCCO1.O=C1OCCO1
maximum force = 0.87 eV Å⁻¹
HOMO-LUMO gap = 0.3376 Eh
E = -131463.961 eV


(3)
This record from OMol25 describes C8H5O4S as an isolated structure. The level of theory is ωB97M-V with the def2-TZVPD basis set.

Last column: Mulliken charge in e.
CARTESIAN COORDINATES (ANGSTROEM)
1 C 1.066 0.603 0.121  -0.594
2 C 1.023 -0.752 0.581  -0.103
3 C -0.181 1.085 -0.398  -0.330
4 C -0.156 -1.480 0.573  -0.728
5 C -1.331 0.357 -0.450  -0.502
6 C -1.365 -0.941 0.070  1.157
7 C -2.449 -1.832 -0.310  -0.848
8 C -4.921 1.055 0.030  0.738
9 O -3.975 0.287 0.783  -0.318
10 O -4.767 0.701 -1.167  -0.609
11 O -5.057 -1.866 -0.010  -0.635
12 O -5.645 1.810 0.616  -0.630
13 S -3.899 -1.020 -0.202  0.955
14 H 1.990 1.278 0.223  0.270
15 H 1.924 -1.216 0.933  0.369
16 H -0.234 2.161 -0.848  0.191
17 H -0.144 -2.612 0.860  0.200
18 H -2.212 0.586 -1.062  0.415

Results
highest occupied orbital energy = -4.5 eV
net charge = -1
maximum force = 3.60 eV Å⁻¹
HOMO-LUMO gap = 0.2763 Eh
energy relative to the best compared isomer or geometry (same formula, charge and spin) = 155.25 kJ/mol
E = -27399.858 eV


(4)
This record from OMol25 describes a 2-piece molecular cluster, C5H11O2 overall. The level of theory is ωB97M-V with the def2-TZVPD basis set.

Last column: Mulliken charge in e.
CARTESIAN COORDINATES (ANGSTROEM)
1 C 2.127 0.838 -0.265  -0.642
2 C 1.983 0.351 1.203  -0.695
3 H 2.573 0.005 -0.778  0.227
4 H 1.089 1.125 -0.605  0.124
5 H 2.780 1.688 -0.386  0.369
6 H 1.554 -0.699 1.115  0.135
7 H 1.261 0.975 1.760  0.202
8 H 2.900 0.390 1.844  0.318
9 C -2.195 -0.735 -0.178  -0.529
10 C -1.140 -1.336 -1.074  -0.722
11 C -1.763 0.755 0.422  0.411
12 O -0.698 1.216 -0.013  -0.654
13 O -2.603 1.140 1.249  -0.742
14 H -3.100 -0.439 -0.717  0.265
15 H -2.255 -1.199 0.784  0.270
16 H -1.483 -1.521 -2.177  0.277
17 H -0.445 -2.050 -0.640  0.237
18 H -0.584 -0.505 -1.544  0.148

Results
highest occupied orbital energy = -3.7 eV
net charge = -1
maximum force = 3.61 eV Å⁻¹
HOMO-LUMO gap = 0.2885 Eh
energy relative to the best compared isomer or geometry (same formula, charge and spin) = 122.57 kJ/mol
E = -9458.759 eV


(5)
This record from OMol25 describes C23H44BBaF3N3O4P as an isolated structure. The level of theory is ωB97M-V with the def2-TZVPD basis set.

Last column: Mulliken charge in e.
CARTESIAN COORDINATES (ANGSTROEM)
1 C 3.444 -4.476 3.141  -0.832
2 C 3.617 -2.829 3.039  -0.518
3 C 2.996 -2.428 1.538  -0.138
4 N 1.511 -2.333 1.722  0.352
5 C 0.726 -2.032 0.475  -0.288
6 C 1.086 -3.068 -0.741  0.270
7 C 1.241 -4.641 -0.315  -0.227
8 N 2.202 -5.381 -0.990  -0.593
9 C -0.784 -2.458 0.944  -0.630
10 O -1.428 -3.608 1.096  -0.660
11 N -1.617 -1.266 1.331  0.075
12 C -0.831 0.007 1.132  -0.536
13 C -0.485 0.466 2.656  -1.291
14 O -0.205 -0.640 3.603  -0.327
15 C -0.890 -0.450 4.890  0.924
16 F -2.345 -0.713 4.725  -0.240
17 F -0.615 0.881 5.484  -0.223
18 F -0.349 -1.458 5.874  -0.234
19 B -1.998 1.058 0.657  -0.351
20 O -1.748 2.371 -0.040  0.020
21 C -3.638 0.752 0.849  0.135
22 C -4.312 2.217 1.296  -0.761
23 C 0.381 -0.436 0.085  1.476
24 C 1.698 0.476 0.416  -0.962
25 C 1.526 2.093 0.386  -0.714
26 C 1.572 2.837 -1.056  -0.009
27 C 0.650 4.231 -1.134  -0.611
28 C -0.392 4.050 -2.429  -0.057
29 O -1.446 5.072 -2.478  -0.417
30 C -2.795 4.496 -2.551  0.298
31 C -3.069 3.524 -3.848  -0.668
32 P -0.344 -0.126 -1.698  0.684
33 C -1.884 -1.279 -2.017  -0.979
34 C 0.831 -0.642 -3.090  -0.984
35 C 2.412 -0.341 -2.922  -0.946
36 H 2.326 -4.807 2.945  0.187
37 H 4.095 -5.047 2.338  0.262
38 H 3.707 -4.816 4.236  0.338
39 H 3.019 -2.279 3.899  0.235
40 H 4.769 -2.612 3.052  0.327
41 H 3.381 -3.266 0.820  0.155
42 H 3.545 -1.438 1.239  0.065
43 H 1.107 -3.104 2.299  0.476
44 H 2.159 -2.734 -1.147  0.290
45 H 0.364 -3.035 -1.660  -0.392
46 H 0.567 -5.182 0.506  0.354
47 H 2.682 -4.751 -1.694  0.266
48 H -2.245 -1.349 2.157  0.438
49 H 0.407 1.221 2.776  0.126
50 H -1.444 1.052 3.061  0.383
51 H -1.498 2.998 0.702  0.329
52 H -4.122 0.403 -0.182  0.116
53 H -3.872 0.029 1.736  0.231
54 H -3.718 2.516 2.288  0.259
55 H -5.470 2.044 1.519  0.353
56 H -4.233 3.021 0.450  0.095
57 H 2.041 0.225 1.535  0.407
58 H 2.663 0.198 -0.226  0.526
59 H 0.605 2.503 1.027  0.120
60 H 2.472 2.514 0.987  0.402
61 H 2.694 3.209 -1.229  0.395
62 H 1.272 2.216 -1.992  -0.312
63 H 1.342 5.153 -1.443  0.397
64 H 0.066 4.450 -0.144  0.119
65 H -0.766 2.942 -2.387  -0.074
66 H 0.249 4.140 -3.429  0.293
67 H -3.147 3.960 -1.555  -0.314
68 H -3.542 5.420 -2.675  0.374
69 H -3.023 2.394 -3.469  0.019
70 H -2.273 3.632 -4.700  0.222
71 H -4.141 3.676 -4.296  0.334
72 H -2.853 -0.828 -1.527  -0.050
73 H -1.709 -2.382 -1.680  0.217
74 H -2.056 -1.217 -3.190  0.292
75 H 0.724 -1.789 -3.406  0.042
76 H 0.472 -0.048 -4.064  1.058
77 H 2.714 0.636 -2.358  0.163
78 H 3.051 -1.216 -2.425  0.251
79 H 2.867 -0.234 -4.021  0.419
80 Ba 0.030 -2.340 -4.710  1.766

Results
highest occupied orbital energy = -13.6 eV
net charge = +2
maximum force = 11.21 eV Å⁻¹
HOMO-LUMO gap = 0.2011 Eh
E = -56004.787 eV